Record 1
Formula: C14H14F18N5O12S6V
Source: the OMol25 dataset
Level of theory: ωB97M-V/def2-TZVPD

## Properties
<S²>   2.010
Calculated total energy   -186377.5186 eV
Gap between HOMO and LUMO (alpha / beta)   9.1 / 10.4 eV
HOMO energy (alpha / beta)   -11.25 / -11.64 eV
E_LUMO (alpha / beta)   -2.13 / -1.23 eV

Structure (ORCA input):
```
! RIJCOSX wB97M-V def2-TZVPD def2/J DEFGRID3
* xyz 0 3
V -0.18 -0.07 -0.18
C -3.96 1.68 -0.03
F -4.93 2.33 -0.63
F -3.21 2.47 0.70
F -4.47 0.75 0.75
S -2.92 0.85 -1.36
O -3.80 0.47 -2.40
O -1.84 1.74 -1.67
N -2.10 -0.40 -0.57
S -2.99 -1.79 -0.50
O -2.40 -2.64 0.49
O -4.39 -1.54 -0.50
C -2.71 -2.72 -2.08
F -1.42 -2.74 -2.42
F -3.13 -3.95 -1.84
F -3.42 -2.20 -3.07
C 2.04 -1.70 -3.27
F 2.33 -1.83 -4.57
F 1.31 -2.75 -2.90
F 3.14 -1.62 -2.56
S 0.99 -0.18 -3.12
O 1.48 0.72 -4.08
O -0.34 -0.64 -3.17
N 1.20 0.36 -1.56
S 2.42 1.47 -1.41
O 2.48 1.73 0.00
O 3.61 1.14 -2.09
C 1.77 3.08 -2.14
F 1.65 3.96 -1.15
F 2.65 3.54 -3.02
F 0.58 2.92 -2.70
C -1.05 -2.03 3.48
F -2.33 -2.20 3.31
F -0.75 -2.16 4.76
F -0.36 -2.91 2.76
S -0.63 -0.25 2.98
O -1.83 0.26 2.38
O -0.09 0.41 4.11
N 0.46 -0.30 1.71
S 1.99 -0.59 2.24
O 2.02 -1.45 3.37
O 2.74 -0.95 1.07
C 2.66 1.06 2.85
F 2.72 1.03 4.17
F 3.88 1.22 2.36
F 1.88 2.06 2.45
C -1.85 5.22 -0.79
C -0.72 5.52 0.18
C -0.60 4.51 1.31
C -0.43 3.16 0.82
N -0.34 2.08 0.45
H -1.82 4.18 -1.11
H -1.74 5.84 -1.68
H -2.83 5.37 -0.35
H -0.92 6.50 0.61
H 0.23 5.56 -0.34
H -1.46 4.51 1.98
H 0.28 4.76 1.92
C 2.48 -4.33 1.71
C 1.90 -5.25 0.67
C 1.40 -4.51 -0.58
C 0.72 -3.25 -0.39
N 0.16 -2.27 -0.24
H 3.20 -3.63 1.25
H 3.05 -4.86 2.47
H 1.74 -3.68 2.18
H 1.07 -5.81 1.11
H 2.66 -5.95 0.32
H 0.80 -5.13 -1.25
H 2.29 -4.21 -1.15
*
```

=====

Record 2
Formula: C4H11N2O
Source: the OMol25 dataset
Level of theory: ωB97M-V/def2-TZVPD

## Properties
Calculated total energy   -9346.4627 eV
Gap between HOMO and LUMO   10.0 eV
HOMO energy   -13.76 eV
E_LUMO   -3.77 eV

Structure (ORCA input):
```
! RIJCOSX wB97M-V def2-TZVPD def2/J DEFGRID3
* xyz 1 1
C -1.41 -1.24 0.93
C -0.43 -0.06 1.38
C -0.22 -1.64 0.03
C 0.37 -0.23 0.17
N 1.01 0.66 -0.46
N -0.33 -2.24 -1.24
O 1.58 3.25 -0.46
H -1.61 -2.06 1.63
H -2.18 -0.90 0.36
H -0.79 0.96 1.58
H 0.19 -0.34 2.17
H 0.44 -2.32 0.71
H 1.11 1.59 -0.17
H 1.50 0.51 -1.38
H -1.34 -2.32 -1.54
H 0.14 -3.13 -1.21
H 1.36 4.00 -1.02
H 2.28 3.41 0.17
*
```

=====

Record 3
Formula: C3H9O3Sm
Source: the OMol25 dataset
Level of theory: ωB97M-V/def2-TZVPD

## Properties
<S²>   8.802
Calculated total energy   -27286.1018 eV
Gap between HOMO and LUMO (alpha / beta)   8.1 / 9.8 eV
HOMO energy (alpha / beta)   -18.98 / -19.16 eV
E_LUMO (alpha / beta)   -10.85 / -9.32 eV

Structure (ORCA input):
```
! RIJCOSX wB97M-V def2-TZVPD def2/J DEFGRID3
* xyz 2 6
O 0.06 -0.30 -4.09
H 0.21 -2.55 -0.79
H -0.57 -0.78 -4.62
C -0.05 2.18 0.70
O -0.13 0.81 0.31
C 0.24 -0.11 1.35
C -0.16 -1.49 0.90
H 0.20 2.76 -0.20
H -1.02 2.51 1.09
H 0.74 2.32 1.46
H -0.31 0.15 2.27
H 1.32 -0.03 1.53
H 0.33 -2.24 1.54
H -1.25 -1.62 0.93
Sm 0.07 0.03 -1.92
O 0.30 -1.64 -0.45
*
```

=====

Record 4
Formula: C11H44O11
Source: the OMol25 dataset
Level of theory: ωB97M-V/def2-TZVPD

## Properties
Calculated total energy   -34636.5326 eV
Gap between HOMO and LUMO   9.8 eV
SMILES   CO.CO.CO.CO.CO.CO.CO.CO.CO.CO.CO
HOMO energy   -9.66 eV
E_LUMO   0.15 eV

Structure (ORCA input):
```
! RIJCOSX wB97M-V def2-TZVPD def2/J DEFGRID3
* xyz 0 1
C -12.43 -5.95 -17.11
O -12.23 -5.28 -18.40
H -13.51 -6.08 -17.12
H -11.99 -6.95 -17.02
H -12.35 -5.26 -16.27
H -12.25 -5.91 -19.13
C -15.43 -3.41 -17.38
O -14.49 -2.89 -18.23
H -14.90 -3.57 -16.44
H -16.23 -2.68 -17.23
H -15.85 -4.37 -17.68
H -13.74 -3.49 -18.31
C -14.63 -0.29 -15.53
O -13.30 -0.36 -15.18
H -15.11 0.10 -14.64
H -14.75 0.32 -16.43
H -15.07 -1.28 -15.70
H -12.91 -0.89 -15.87
C -18.45 -3.30 -14.81
O -18.45 -3.56 -16.17
H -19.00 -4.04 -14.22
H -17.45 -3.26 -14.38
H -19.04 -2.43 -14.49
H -18.76 -2.73 -16.54
C -17.29 -6.85 -13.73
O -16.44 -7.65 -12.99
H -18.29 -6.66 -13.35
H -16.87 -5.86 -13.92
H -17.54 -7.33 -14.68
H -15.58 -7.23 -13.04
C -10.38 -2.54 -16.13
O -11.63 -2.57 -16.81
H -9.67 -2.78 -16.92
H -10.21 -1.53 -15.76
H -10.33 -3.27 -15.32
H -11.56 -3.31 -17.41
C -13.00 -8.14 -13.06
O -13.08 -7.43 -14.26
H -12.82 -7.36 -12.32
H -13.88 -8.73 -12.83
H -12.11 -8.76 -13.19
H -12.88 -8.08 -14.94
C -17.39 -3.73 -10.93
O -16.27 -4.64 -11.22
H -17.31 -3.48 -9.87
H -17.10 -2.84 -11.49
H -18.31 -4.06 -11.40
H -15.87 -4.96 -10.41
C -13.82 -3.42 -13.66
O -13.15 -4.53 -13.12
H -14.88 -3.68 -13.55
H -13.76 -2.52 -13.06
H -13.47 -3.20 -14.67
H -13.16 -5.23 -13.78
C -10.03 -6.01 -13.58
O -9.04 -6.41 -12.61
H -10.84 -6.74 -13.60
H -10.33 -4.96 -13.61
H -9.42 -6.06 -14.48
H -8.20 -6.59 -13.04
C -13.24 -3.08 -9.84
O -13.22 -4.46 -10.19
H -12.43 -2.52 -10.31
H -14.10 -2.62 -10.34
H -13.38 -2.89 -8.78
H -12.98 -4.49 -11.12
*
```